A | {"formula": "C33H38AuBF3N2O2Te", "method": "ωB97M-V/def2-TZVPD", "elements": ["C", "C", "N", "C", "H", "H", "C", "H", "C", "H", "H", "C", "C", "C", "C", "H", "C", "C", "C", "H", "H", "H", "C", "C", "C", "H", "H", "H", "H", "Te", "H", "C", "F", "O", "C", "Au", "H", "F", "H", "C", "H", "B", "H", "N", "H", "H", "C", "H", "O", "H", "H", "C", "C", "H", "C", "H", "H", "C", "C", "C", "H", "H", "H", "H", "C", "H", "H", "H", "H", "H", "F", "C", "C", "H", "H", "C", "C", "C", "C", "H", "C"], "xyz": [[-0.764, -0.701, -3.515], [-6.089, -4.403, 1.711], [1.728, -2.318, -1.196], [2.284, 5.897, -2.683], [-5.158, 0.734, -0.646], [-1.369, -4.556, -2.210], [-6.566, -2.743, 3.521], [8.808, -0.236, 0.957], [0.168, -1.897, -3.388], [-6.856, -0.794, 0.294], [5.837, -1.529, 1.966], [5.967, 1.340, 1.914], [2.343, 4.157, -1.006], [2.519, 8.304, -2.099], [8.711, 1.756, 1.759], [1.175, -1.555, -3.167], [0.192, -3.936, -0.171], [-2.631, -2.904, -1.661], [2.479, 5.139, -0.024], [-1.727, -3.468, -3.528], [-0.376, -0.012, -4.268], [2.119, 3.802, -3.106], [-5.469, -1.994, 1.407], [6.515, 2.545, 2.326], [2.524, 6.483, -0.363], [-2.466, -3.013, -0.591], [9.778, 1.922, 1.675], [-5.896, -4.543, 0.646], [-5.185, -4.683, 2.252], [4.193, -0.282, 0.229], [0.196, -2.457, -4.332], [-4.116, -2.168, 1.745], [3.655, 8.571, -2.783], [-1.844, -1.310, 1.369], [-1.480, -3.498, -2.463], [0.598, 0.390, 0.237], [2.621, 7.233, 0.409], [2.496, 9.143, -1.046], [-0.827, -0.163, -2.567], [-6.501, -2.953, 2.003], [2.197, 6.196, -3.720], [-1.317, -0.243, 0.578], [-1.773, -0.991, -3.818], [-0.207, -2.816, -2.324], [-7.289, -3.427, 3.974], [-6.884, -5.090, 2.012], [-7.898, -2.731, 1.424], [-6.867, -1.720, 3.754], [-2.442, 0.391, -0.050], [-2.746, -1.840, -1.869], [6.712, -1.600, 0.426], [2.291, 2.764, -0.656], [6.111, -0.963, 1.073], [-3.569, -3.406, -1.911], [-4.869, -0.071, 0.016], [-3.791, -2.955, 2.414], [2.254, -2.522, -0.354], [-5.820, -0.949, 0.557], [6.802, 0.310, 1.461], [8.166, 0.541, 1.358], [4.142, 0.557, 2.771], [3.890, 1.961, 1.718], [5.863, 3.335, 2.681], [-0.197, -4.874, -0.566], [2.283, 1.569, -0.391], [1.040, -4.156, 0.473], [-8.271, -1.728, 1.637], [-8.593, -3.445, 1.874], [-5.595, -2.919, 3.986], [8.310, 3.697, 2.583], [1.501, 8.668, -2.911], [7.889, 2.754, 2.259], [-3.556, -0.280, 0.350], [2.543, 4.834, 1.011], [-0.584, -3.469, 0.440], [-3.196, -1.307, 1.207], [0.638, -2.981, -1.250], [2.430, 6.862, -1.692], [2.239, 4.558, -2.343], [-7.913, -2.879, 0.343], [4.489, 1.066, 1.870]], "orbital_gap_ha": 0.253, "multiplicity": 1, "total_charge": -1, "e_homo_ev": -4.6}

=====

B | {"formula": "C33H38AuBF3N2O2Te", "method": "ωB97M-V/def2-TZVPD", "elements": ["H", "C", "C", "H", "H", "H", "C", "C", "H", "C", "F", "H", "C", "H", "H", "H", "H", "H", "H", "H", "B", "H", "C", "O", "H", "C", "H", "Au", "H", "H", "C", "C", "H", "H", "H", "C", "C", "H", "C", "C", "H", "C", "H", "C", "H", "N", "C", "C", "N", "H", "C", "C", "H", "C", "C", "F", "C", "H", "C", "H", "H", "C", "H", "H", "H", "C", "H", "F", "C", "Te", "H", "C", "H", "H", "C", "O", "H", "C", "C", "C", "C"], "xyz": [[-0.395, 7.548, -3.292], [6.130, 4.243, 1.808], [1.423, -2.717, 8.072], [-5.288, 1.116, -2.645], [0.506, 0.369, 9.316], [-3.186, 0.498, -3.347], [-0.108, 9.197, -1.219], [0.574, -0.743, 6.812], [-0.235, -1.226, 9.541], [-2.875, 0.996, -2.426], [0.860, 9.755, -1.991], [1.370, -0.899, 10.193], [-1.466, 0.120, 5.778], [-3.249, 2.021, -2.424], [4.939, 0.195, -0.430], [1.951, -3.072, 8.961], [6.346, 5.256, 2.125], [-2.478, 0.494, 5.869], [3.319, -0.842, 8.926], [-3.453, 0.652, 1.704], [-0.273, 0.119, 2.375], [-4.746, -1.167, 0.579], [-3.333, 0.227, -1.213], [-1.315, 0.350, 3.317], [-1.792, 1.031, -2.388], [-0.034, 7.712, -1.188], [-6.619, 2.993, -1.833], [-0.198, 0.856, 0.480], [8.192, 3.713, 1.552], [3.356, -0.995, 7.170], [0.052, 4.912, -1.184], [6.879, 2.081, 1.075], [-1.222, -0.204, 7.863], [-4.939, 0.282, 2.592], [-6.162, -0.127, 0.488], [0.006, 2.277, -0.996], [2.781, -0.601, 8.007], [-5.028, 3.077, -1.056], [1.175, -0.835, 5.550], [0.042, 3.496, -1.113], [-2.814, -1.029, 0.178], [5.567, 1.632, 1.025], [2.477, 2.400, 2.092], [-5.947, 2.495, -1.131], [-0.309, 5.076, -3.293], [-2.477, -0.525, -0.635], [-5.635, 1.077, -1.615], [7.164, 3.380, 1.480], [-4.646, 0.387, -0.814], [4.004, 4.474, 2.007], [1.360, -1.182, 8.050], [0.258, 5.648, -0.004], [0.448, 5.104, 0.912], [-0.172, 5.626, -2.372], [-0.216, 7.005, -2.373], [0.008, 9.762, -0.001], [-0.851, 0.028, 4.551], [-4.846, 1.731, 1.572], [-4.542, 0.688, 1.659], [-6.558, 0.486, -1.606], [-6.424, 2.475, -0.151], [4.814, 3.802, 1.749], [0.413, -3.130, 8.082], [0.361, 7.577, 0.918], [7.687, 1.407, 0.814], [0.704, -0.704, 9.350], [5.986, -0.478, 0.817], [-1.280, 9.646, -1.738], [5.185, 0.236, 0.634], [3.347, -0.173, 1.738], [2.670, 2.056, 0.378], [-0.735, -0.276, 6.900], [1.936, -3.097, 7.188], [2.737, 0.485, 7.906], [4.526, 2.495, 1.380], [0.840, -0.391, 3.142], [2.184, -1.203, 5.412], [-5.070, -0.125, 0.476], [3.134, 1.939, 1.358], [0.212, 7.028, -0.002], [0.458, -0.435, 4.446]], "orbital_gap_ha": 0.256, "multiplicity": 1, "total_charge": -1, "e_homo_ev": -4.6}

=====

Most stable of them? A.

=====

A | {"formula": "CH5NOS", "method": "ωB97M-V/def2-TZVPD", "elements": ["H", "N", "C", "H", "H", "O", "S", "H", "H"], "xyz": [[-0.628, 1.973, -0.653], [0.683, -1.387, 0.530], [0.037, 1.065, -0.403], [0.773, 1.411, 0.305], [1.253, -0.763, 1.111], [-1.847, -0.672, -0.949], [-1.176, -0.171, 0.196], [0.307, -2.190, 1.068], [0.598, 0.736, -1.204]], "orbital_gap_ha": [0.341, 0.341], "multiplicity": 1, "e_homo_ev": [-9.3, -9.3]}

=====

B | {"formula": "CH5NOS", "method": "ωB97M-V/def2-TZVPD", "elements": ["H", "H", "H", "S", "O", "H", "C", "N", "H"], "xyz": [[-2.262, -0.126, -1.115], [2.248, 1.246, 2.605], [1.253, 2.276, 1.445], [1.188, 1.038, 1.884], [0.694, -1.486, -0.932], [-0.300, -0.741, 0.464], [-0.317, -0.941, -0.644], [-1.347, -0.657, -1.377], [-1.158, -0.610, -2.329]], "orbital_gap_ha": 0.380, "multiplicity": 1, "smiles": "NC=O.S", "e_homo_ev": -9.6}

=====

C | {"formula": "CH5NOS", "method": "ωB97M-V/def2-TZVPD", "elements": ["H", "O", "H", "S", "H", "H", "C", "N", "H"], "xyz": [[-0.069, 0.791, 2.199], [1.947, -0.127, 0.132], [-1.102, -1.133, -0.805], [0.548, -0.114, 0.317], [-0.213, 2.038, 0.258], [-0.875, 1.017, -1.057], [-0.176, -1.421, -0.534], [-0.134, 1.272, -0.416], [0.076, -2.324, -0.094]], "orbital_gap_ha": [0.274, 0.304], "multiplicity": 1, "e_homo_ev": [-8.8, -9.2]}

=====

Most stable of them? B.

=====

A | {"formula": "C31H25N4O2SSe2Zr", "method": "ωB97M-V/def2-TZVPD", "elements": ["C", "C", "H", "H", "C", "C", "H", "C", "C", "Se", "C", "H", "H", "C", "N", "C", "Se", "C", "C", "H", "C", "H", "N", "H", "C", "O", "H", "H", "C", "H", "C", "N", "C", "C", "H", "H", "Zr", "H", "C", "H", "C", "C", "H", "C", "H", "N", "H", "H", "H", "O", "C", "C", "C", "H", "S", "H", "C", "H", "C", "H", "C", "C", "C", "H", "C", "C"], "xyz": [[-2.653, 3.557, 0.165], [4.185, -3.551, -1.436], [-0.723, 5.783, 2.662], [-2.422, 1.799, -2.465], [2.634, 1.213, -0.661], [-1.554, 0.126, -1.473], [-3.896, -2.009, -3.754], [-1.689, 3.018, 1.002], [-1.525, -1.298, -1.392], [2.469, 0.078, 2.587], [-1.161, -2.448, 4.042], [3.519, 0.713, -0.258], [0.916, 1.456, -3.587], [2.200, 2.405, -0.066], [0.199, -1.489, 2.325], [-2.413, 0.722, -2.372], [3.898, -1.695, 2.227], [1.277, 3.215, -0.717], [-2.286, -3.481, -2.136], [-2.032, -3.027, 4.310], [2.163, -2.272, -1.482], [-3.210, 2.922, -0.502], [2.339, -1.803, -0.213], [-2.334, 6.799, 1.073], [-3.250, -0.051, -3.192], [0.202, 1.247, 1.500], [-3.895, 0.456, -3.892], [2.654, 2.747, 0.858], [0.783, -1.184, 4.641], [-0.491, -2.173, 6.064], [-0.619, -3.209, -0.442], [-0.635, -1.878, -0.528], [3.027, -3.144, -2.104], [-2.887, 4.924, 0.203], [-1.346, -5.114, -1.117], [0.968, 4.155, -0.282], [0.715, -0.383, 0.410], [2.823, -3.489, -3.104], [0.981, -0.975, 3.289], [-0.261, 3.353, 2.564], [3.459, -2.210, 0.421], [1.237, 1.688, -2.581], [-1.527, -2.573, 1.924], [4.403, -3.054, -0.171], [4.904, -4.202, -1.910], [-0.668, 0.836, -0.630], [5.301, -3.285, 0.385], [1.292, -1.904, -2.024], [0.127, 3.515, -2.499], [-1.952, 0.241, 1.392], [-2.379, -2.079, -2.230], [-3.247, -1.419, -3.125], [0.799, 2.856, -1.970], [2.602, 0.050, -2.495], [-1.168, 1.321, 0.841], [-2.889, -4.106, -2.776], [-1.424, -4.043, -1.222], [0.083, -3.653, 0.266], [-2.167, 5.732, 1.074], [-3.626, 5.355, -0.454], [-1.248, 5.166, 1.950], [-0.307, -1.962, 5.022], [-0.993, 3.803, 1.911], [1.450, -0.751, 5.374], [-0.879, -2.193, 2.707], [2.144, 0.857, -1.931]], "orbital_gap_ha": 0.276, "multiplicity": 1, "total_charge": 3, "e_homo_ev": -17.1}

=====

B | {"formula": "C31H25N4O2SSe2Zr", "method": "ωB97M-V/def2-TZVPD", "elements": ["C", "C", "C", "C", "C", "Se", "H", "H", "H", "H", "N", "H", "H", "O", "H", "C", "C", "C", "H", "S", "H", "Se", "H", "C", "H", "C", "C", "C", "C", "H", "C", "H", "H", "H", "H", "C", "H", "H", "C", "N", "C", "C", "C", "O", "C", "N", "C", "H", "H", "N", "C", "C", "C", "C", "H", "Zr", "C", "H", "C", "H", "C", "C", "H", "H", "C", "C"], "xyz": [[-1.350, -1.215, 3.067], [0.127, 0.507, 3.938], [2.354, 2.636, -1.877], [-4.198, 2.010, -1.406], [1.475, 1.809, -1.152], [1.367, -3.282, 1.084], [1.704, -0.175, 5.223], [3.317, -0.831, -0.587], [-0.837, -3.227, 3.628], [4.707, 0.893, 3.097], [-0.538, 1.295, -0.141], [0.305, 5.318, -2.270], [-1.510, 0.139, -2.414], [-2.575, 2.358, 1.000], [-4.548, 2.539, -0.530], [-3.203, 0.648, -3.642], [-2.992, 1.316, -1.368], [4.124, 0.069, 2.710], [-2.825, 0.148, -4.523], [-2.123, 1.328, 0.134], [5.615, -1.432, 3.108], [1.471, -2.744, -1.230], [4.348, 2.722, -2.708], [3.969, 0.878, -1.683], [4.946, 0.453, -1.863], [-4.421, 1.324, -3.697], [-3.098, -3.262, -1.520], [2.596, -1.942, 1.724], [-2.472, 0.635, -2.470], [0.351, 1.556, 4.091], [0.189, 2.260, -0.851], [-2.768, -4.724, -3.062], [-1.224, 3.853, -0.975], [1.111, -2.562, 4.982], [2.443, 1.297, 2.174], [-0.232, 3.505, -1.238], [-3.087, -1.752, 0.001], [-2.301, -1.490, 2.632], [-1.004, 0.146, 3.202], [1.794, 0.557, -0.696], [-2.318, -4.014, -2.380], [-0.934, -3.866, -2.321], [1.906, 3.917, -2.285], [-2.110, -0.052, 0.748], [4.628, -1.225, 2.716], [-1.161, -2.165, -0.632], [3.028, 0.141, -0.965], [-5.860, 2.527, -2.654], [-4.981, 1.331, -4.623], [2.096, -0.694, 1.719], [3.847, -2.260, 2.204], [-0.547, -2.185, 3.673], [-2.495, -2.356, -0.665], [0.549, -1.806, 4.447], [2.576, 4.558, -2.843], [0.030, -0.558, 0.682], [-0.420, -2.950, -1.435], [-1.694, 0.914, 2.882], [2.859, 0.297, 2.202], [-0.270, -4.465, -2.929], [0.879, -0.468, 4.586], [-4.918, 2.000, -2.591], [-4.174, -3.368, -1.501], [4.200, -3.282, 2.185], [3.637, 2.128, -2.147], [0.643, 4.337, -1.968]], "orbital_gap_ha": 0.245, "multiplicity": 1, "total_charge": 3, "e_homo_ev": -16.6}

=====

Most stable of them? B.

=====

A | {"formula": "CH6N4", "method": "ωB97M-V/def2-TZVPD", "elements": ["H", "N", "H", "H", "N", "N", "C", "N", "H", "H", "H"], "xyz": [[-0.376, 2.058, -0.039], [0.504, -1.204, -0.356], [1.446, -1.137, -1.043], [-0.161, -2.123, -0.273], [0.129, 1.013, 0.012], [1.208, 1.053, 0.955], [-0.498, -0.124, -0.327], [-1.738, -0.557, -0.370], [-1.784, -1.529, -0.586], [1.126, 0.344, 1.760], [2.016, 1.000, 0.454]], "orbital_gap_ha": 0.357, "multiplicity": 1, "smiles": "[H]/N=C(\\N)NN", "e_homo_ev": -8.9}

=====

B | {"formula": "CH6N4", "method": "ωB97M-V/def2-TZVPD", "elements": ["H", "N", "N", "H", "N", "N", "H", "H", "H", "C", "H"], "xyz": [[0.128, 1.567, -1.643], [0.095, 1.925, -0.700], [0.652, -0.605, -0.176], [-1.585, 1.726, 0.344], [0.684, -2.100, -0.100], [-0.829, 1.196, 0.053], [0.956, 1.567, -0.338], [1.471, -2.222, 0.553], [-1.052, -0.681, 1.125], [-0.412, -0.088, 0.361], [-0.109, -2.285, 0.522]], "orbital_gap_ha": 0.353, "multiplicity": 1, "smiles": "N/N=C/NN", "e_homo_ev": -8.6}

=====

Most stable of them? B.